1.
C21H17F3N | ωB97M-V/def2-TZVPD

Geometry as XYZ:
```
42
Properties=species:S:1:pos:R:3:nbo_charge:R:1
F -2.20293 -1.43265 -3.47940 -0.304
C -2.54188 -0.55470 -2.47967 0.420
C -2.85328 0.75200 -2.81924 -0.274
C -3.24578 1.58508 -1.76932 0.415
F -3.60023 2.88387 -2.05546 -0.306
C -3.27596 1.16953 -0.44810 -0.235
C -2.86660 -0.16577 -0.08690 -0.143
C -2.85129 -0.51142 1.28130 0.221
C -2.01963 -1.46666 1.95367 -0.176
C -1.70064 -1.33761 3.34530 -0.135
C -0.93007 -2.27434 4.02002 -0.200
C -0.44667 -3.42749 3.36684 -0.185
C -0.74397 -3.56389 2.01242 0.383
F -0.30812 -4.69356 1.35812 -0.309
C -1.46167 -2.62329 1.29578 -0.158
C -2.55427 -1.04463 -1.18343 -0.214
H -2.80771 1.10227 -3.85074 0.275
H -3.57584 1.88457 0.32638 0.246
H -3.75544 -0.13153 1.84929 0.324
H -2.08126 -0.45577 3.87568 0.227
H -0.68954 -2.13087 5.07680 0.244
H 0.13556 -4.18613 3.88634 0.258
H -1.63845 -2.80426 0.24802 0.219
H -2.36547 -2.08727 -1.00844 0.230
C -2.70606 2.09850 2.75378 -0.440
N -3.66622 1.05795 2.68774 -0.539
C -4.69898 1.18832 3.49667 0.202
C -6.02132 0.72015 3.14142 -0.090
C -6.85509 0.31127 4.19839 -0.175
C -8.19641 0.03139 3.98782 -0.206
C -8.72911 0.12883 2.68972 -0.150
C -7.91008 0.50904 1.61304 -0.211
C -6.55778 0.77015 1.82146 -0.188
H -2.50848 2.55544 1.78689 0.215
H -3.18386 2.86340 3.39474 0.208
H -1.73685 1.83972 3.19241 0.214
H -4.57731 1.67422 4.49861 0.191
H -6.40598 0.26919 5.19903 0.220
H -8.82524 -0.26614 4.83328 0.237
H -9.77710 -0.08837 2.52664 0.233
H -8.33973 0.59502 0.60879 0.235
H -5.92141 1.07961 0.98650 0.219
```

## Properties
Energy: -1164.382214 Ha
Charge: +1
E_LUMO: -5.7 eV
Spin multiplicity: 1
Energy relative to the best compared isomer or geometry (same formula, charge and spin): 589.37 kJ/mol

=====

2.
C3H10NOS2 | ωB97M-V/def2-TZVPD

Geometry as XYZ:
```
17
Properties=species:S:1:pos:R:3:nbo_charge:R:1
N -1.21895 0.11848 0.14925 -0.690
C 0.25921 0.15228 0.33892 -0.106
C 0.68877 1.60934 0.55456 -0.082
O -0.45417 2.29711 1.24585 -0.783
C 0.94621 -0.49532 -0.83147 -0.627
S 1.06918 -2.29182 -0.70132 -0.198
S -0.83474 -3.27113 -0.68099 -0.592
H -1.55363 0.13982 -0.81751 0.438
H -1.64761 0.92796 0.62202 0.457
H -1.61142 -0.75783 0.49798 0.459
H 0.46754 -0.45907 1.22307 0.238
H 0.55878 2.11084 -0.40346 0.188
H 1.62417 1.90445 1.01419 0.222
H -0.20754 2.63346 2.11193 0.491
H 0.70697 -0.12875 -1.84032 0.215
H 2.03973 -0.28280 -0.82382 0.256
H -0.83251 -4.20702 -1.65888 0.114
```

## Properties
Energy: -1046.518886 Ha
E_LUMO (spin up / spin down): -0.2 / -0.2 eV
Spin multiplicity: 2
Expectation value of S²: 0.75
Energy relative to the best compared isomer or geometry (same formula, charge and spin): 129.12 kJ/mol

=====

3.
C3H7NO2S | ωB97M-V/def2-TZVPD

Geometry as XYZ:
```
14
Properties=species:S:1:pos:R:3:nbo_charge:R:1
N -1.44528 -0.45459 -0.72514 -0.801
C -0.13109 -0.36578 -0.07625 -0.159
C 0.03066 0.73550 0.95523 -0.562
S -0.57935 0.26685 2.62378 -0.066
C 0.79336 -0.01826 -1.27863 0.785
O 0.85874 0.75574 -2.17435 -0.586
O 1.35470 -1.18268 -1.42289 -0.693
H -1.79014 0.37474 -0.99732 0.361
H -2.07251 -0.88582 -0.00440 0.363
H 0.22055 -1.32538 0.33291 0.245
H -0.64431 1.69653 0.90395 0.239
H 0.99781 1.29147 0.92767 0.245
H 0.58213 0.45697 3.27818 0.135
H 1.82473 -1.34530 -2.34273 0.496
```

## Properties
SMILES: N[C@H](CS)C(=O)O
Energy: -721.885803 Ha
E_LUMO: 0.7 eV
Spin multiplicity: 1
Energy relative to the best compared isomer or geometry (same formula, charge and spin): 201.75 kJ/mol

=====

4.
CH33O19 | ωB97M-V/def2-TZVPD

Geometry as XYZ:
```
53
Properties=species:S:1:pos:R:3:nbo_charge:R:1
C -0.21977 0.08959 -0.31515 0.952
O -0.67502 -0.21825 0.77466 -0.796
O 1.10774 -0.14075 -0.55131 -0.792
O -0.86576 0.48412 -1.32255 -0.818
H 1.46696 -0.43268 0.34039 0.524
O 1.96185 2.16243 1.74202 -0.965
H 2.71286 1.75307 1.26496 0.489
H 1.30681 2.24275 1.06247 0.480
O -2.69123 2.61764 -1.11292 -0.960
H -2.72367 3.02753 -1.94783 0.458
H -2.30360 1.75238 -1.25153 0.503
O -0.84703 -1.43858 3.06042 -0.995
H -0.85498 -1.03974 2.21615 0.506
H -1.76431 -1.39569 3.32170 0.486
O -4.33032 0.26138 -1.98954 -0.971
H -3.54643 0.65984 -2.45428 0.499
H -5.10575 0.83902 -2.15922 0.452
O -2.01982 1.81042 1.85165 -0.957
H -1.51056 1.00490 1.77674 0.484
H -2.22062 1.86627 2.77607 0.457
O -1.59781 -2.22076 -1.19084 -0.930
H -1.21320 -1.35240 -1.09821 0.478
H -1.16758 -2.84004 -0.60831 0.469
O 2.78320 -0.64010 1.70785 -0.977
H 2.30067 -1.42285 2.00273 0.499
H 3.67610 -0.92050 1.82708 0.461
O 0.01162 3.21048 -0.15219 -0.966
H 0.17333 2.31856 -0.37694 0.446
H -0.99624 3.18719 -0.12814 0.516
O 4.03117 1.43068 -0.00886 -0.938
H 3.96389 0.44761 -0.07404 0.482
H 4.95245 1.59866 0.36404 0.474
O -3.10959 -1.92999 1.05397 -0.994
H -3.46873 -1.04289 1.14882 0.476
H -2.54046 -1.97152 0.29860 0.489
O 1.40759 -2.86395 2.00365 -0.951
H 0.88601 -2.73732 2.80253 0.515
H 1.88784 -3.64505 2.12172 0.473
O 0.83491 -1.56374 -3.05729 -0.913
H 1.76202 -1.68058 -3.00655 0.446
H 0.67187 -1.36444 -2.17933 0.464
O 1.31862 1.54841 -2.79438 -0.986
H 1.06076 0.86268 -2.11607 0.500
H 1.81388 2.28285 -2.32998 0.469
O 0.78840 0.78745 3.66652 -1.007
H 0.30005 -0.02287 3.44620 0.469
H 1.10007 1.14244 2.84049 0.489
O 1.86988 -3.22953 -0.83564 -0.916
H 2.13326 -2.52744 -0.28597 0.463
H 2.73011 -3.53613 -1.12662 0.453
O -2.08166 0.75363 -3.59118 -0.967
H -1.83665 1.29385 -4.35817 0.469
H -1.32314 0.74195 -3.04841 0.510
```

## Properties
Energy: -1487.566989 Ha
Charge: -1
E_LUMO: 1.7 eV
Spin multiplicity: 1
Energy relative to the best compared isomer or geometry (same formula, charge and spin): 95.65 kJ/mol

=====

5.
C4H10N | ωB97M-V/def2-TZVPD

Geometry as XYZ:
```
15
Properties=species:S:1:pos:R:3:nbo_charge:R:1
C -1.27618 0.14747 0.07492 -0.441
C -0.29127 1.23356 -0.33698 -0.413
C 1.08470 0.69650 0.14333 -0.216
N 0.94475 -0.80997 -0.07683 -0.505
C -0.54710 -1.19055 0.12878 -0.208
H -2.18421 0.07313 -0.51661 0.255
H -1.60406 0.40997 1.08418 0.235
H -0.49122 2.15540 0.19543 0.264
H -0.17519 1.27904 -1.41673 0.223
H 1.35135 0.72482 1.20219 0.220
H 1.93539 1.10434 -0.38808 0.243
H 1.52478 -1.34467 0.53905 0.442
H 1.11414 -0.95137 -1.06744 0.433
H -0.53251 -1.66751 1.10273 0.231
H -0.85338 -1.86016 -0.66792 0.237
```

## Properties
SMILES: C1CC[NH2+]C1
Energy: -212.907967 Ha
Charge: +1
E_LUMO: -3.5 eV
Spin multiplicity: 1
Energy relative to the best compared isomer or geometry (same formula, charge and spin): 32.52 kJ/mol

=====

6.
C3H4N2O | ωB97M-V/def2-TZVPD

Geometry as XYZ:
```
10
Properties=species:S:1:pos:R:3:nbo_charge:R:1
N 1.54782 -0.00223 -0.42346 -0.805
C 0.19872 -0.01556 -0.08357 -0.026
C -0.56481 1.14194 0.22865 -0.037
N -1.81970 0.97324 0.43049 -0.083
O -1.93212 -0.62681 0.22045 -0.358
C -0.70448 -1.03198 -0.06872 0.128
H 2.15680 0.36480 0.28990 0.370
H 1.93909 -0.90555 -0.63183 0.373
H -0.28230 2.19077 0.30181 0.232
H -0.53901 -2.08862 -0.26373 0.205
```

## Properties
SMILES: Nc1cnoc1
Energy: -301.389003 Ha
E_LUMO: 0.9 eV
Spin multiplicity: 1
Energy relative to the best compared isomer or geometry (same formula, charge and spin): 257.90 kJ/mol

=====

What did the fifth record say?
C4H10N | ωB97M-V/def2-TZVPD

Geometry as XYZ:
```
15
Properties=species:S:1:pos:R:3:nbo_charge:R:1
C -1.27618 0.14747 0.07492 -0.441
C -0.29127 1.23356 -0.33698 -0.413
C 1.08470 0.69650 0.14333 -0.216
N 0.94475 -0.80997 -0.07683 -0.505
C -0.54710 -1.19055 0.12878 -0.208
H -2.18421 0.07313 -0.51661 0.255
H -1.60406 0.40997 1.08418 0.235
H -0.49122 2.15540 0.19543 0.264
H -0.17519 1.27904 -1.41673 0.223
H 1.35135 0.72482 1.20219 0.220
H 1.93539 1.10434 -0.38808 0.243
H 1.52478 -1.34467 0.53905 0.442
H 1.11414 -0.95137 -1.06744 0.433
H -0.53251 -1.66751 1.10273 0.231
H -0.85338 -1.86016 -0.66792 0.237
```

## Properties
SMILES: C1CC[NH2+]C1
Energy: -212.907967 Ha
Charge: +1
E_LUMO: -3.5 eV
Spin multiplicity: 1
Energy relative to the best compared isomer or geometry (same formula, charge and spin): 32.52 kJ/mol

=====

Q: The lowest energy belongs to which entry?
A: CH33O19

=====

Q: Number 4 is which compound?
A: CH33O19